ORCA calculation (ωB97M-V/def2-TZVPD) on a molecular structure, C43H59ClGaN3O12P2Si.

Summary:
Frontier orbital gap ... 6.815 eV
Largest force on an atom ... 0.6 eV/Å
Total energy ... -165934.315 eV
Energy relative to the best compared isomer or geometry (same formula, charge and spin) ... 0.509 eV

Positions of all 122 atoms, in Å:
Ga: -1.25444 -1.25662 -0.45430
Cl: -3.61606 -0.38687 -1.81552
P: 1.44585 -2.53513 0.38286
P: -1.79665 2.51331 1.34926
Si: -1.23526 -0.89871 1.91722
O: -0.56558 -0.07215 -7.71446
O: 0.22296 -0.05705 -1.63793
O: -2.31375 -4.51911 -2.64185
O: -2.45288 1.32654 0.71111
O: -3.45093 -1.36318 -0.67777
O: -0.95084 -2.39959 -1.95610
O: -1.98985 -3.46414 0.19338
O: -1.51582 -1.96271 -8.12483
O: -3.96305 -1.12202 -3.01385
O: 0.81928 1.02022 -3.37849
O: -2.25269 -5.07265 -4.70955
O: -2.19129 0.07949 -1.93771
N: 0.27054 0.07169 -2.86559
N: -2.05057 -4.28835 -3.80619
N: -1.01889 -1.14692 -7.37630
C: 3.90061 -3.41892 -2.02080
C: -0.14504 4.30998 -2.00130
C: -0.42252 2.89268 3.72228
C: -0.71452 -2.82839 3.87108
C: 3.64054 -4.12402 -0.68716
C: -4.54763 5.28959 0.02842
C: -4.45943 3.30133 1.55197
C: 3.03432 -4.00626 -3.12999
C: -0.35423 -0.91478 -3.73005
C: 0.86235 -3.01083 2.06493
C: -0.09282 -3.85275 4.56203
C: 0.33917 0.26563 3.96722
C: -1.46966 -2.98846 -4.18027
C: -0.38643 -0.59831 -5.07360
C: 2.39333 0.03106 0.83154
C: 1.03289 -4.45083 4.01626
C: 1.55372 4.56261 -0.15008
C: 0.39531 2.52581 4.77640
C: -4.72905 3.77729 0.12995
C: -0.25587 -2.37167 2.62660
C: -0.97722 3.29099 -1.21724
C: -3.00739 -1.14885 2.49765
C: -0.96087 -1.48522 -5.95294
C: 2.89472 -1.42623 0.77746
C: 2.15915 -4.14018 -0.27931
C: -1.49861 -2.68374 -5.51838
C: 1.49340 -4.03286 2.78148
C: 4.98967 -0.89892 2.05955
C: -3.05277 3.68706 2.03551
C: -0.51080 0.59622 2.90209
C: -0.94091 -2.10242 -3.19705
C: 3.69221 -1.72490 2.04625
C: -3.14141 5.69860 0.46265
C: 0.78995 1.20363 4.88344
C: 3.36463 0.95736 1.57964
C: -0.49615 3.17321 0.24892
C: 1.32673 4.17760 -1.62383
C: 4.80154 0.47792 1.40228
C: 1.28765 -4.63481 -1.44818
C: 0.27550 4.42024 0.68957
C: -0.85777 1.95552 2.78616
C: 1.56574 -3.87879 -2.74178
C: -2.82230 5.19622 1.87019
H: -0.73536 3.92744 3.63197
H: 1.90858 5.59304 -0.07730
H: -2.03674 3.54281 -1.27302
H: 0.23177 -4.55620 -1.18064
H: 2.22938 0.38883 -0.18691
H: 2.03124 -4.86756 0.52259
H: 3.28245 -5.06476 -3.26463
H: 5.78000 -1.44755 1.54071
H: -2.99151 3.44965 3.10227
H: -3.03254 6.78507 0.43008
H: 5.50825 1.19590 1.82160
H: 2.37158 -4.51916 2.37652
H: 3.56709 -1.51608 -0.07894
H: -1.93832 -3.37401 -6.22203
H: -4.03912 3.27087 -0.55183
H: 4.96098 -3.48969 -2.27204
H: 3.92951 -2.78454 2.14731
H: 3.25067 1.98112 1.21737
H: -3.48876 5.70213 2.57676
H: -0.34921 5.30299 0.55499
H: 5.02041 0.41594 0.33189
H: -1.92038 -3.88099 -0.68198
H: 0.54310 4.37002 1.74703
H: 1.62791 3.13950 -1.79207
H: 0.91443 -4.24253 -3.54086
H: -3.26623 -2.20995 2.50769
H: 1.45054 0.89489 5.68390
H: -5.17552 3.78321 2.22706
H: 0.72130 3.26150 5.49979
H: -1.80496 5.47021 2.15569
H: -0.48803 5.33058 -1.80174
H: 1.33419 -2.81800 -2.58590
H: -3.68816 -0.62889 1.82982
H: 3.07316 -1.46884 2.91076
H: 4.25831 -3.68637 0.09877
H: 5.32183 -0.77531 3.09325
H: -3.13969 -0.75527 3.50792
H: 0.03511 0.32982 -5.42786
H: 3.66493 -2.35325 -1.93783
H: 3.11761 0.97769 2.64563
H: -0.28242 4.13644 -3.06972
H: -0.48167 -4.18298 5.51686
H: 2.33659 3.93231 0.27848
H: -5.73672 3.48936 -0.17593
H: 0.66585 -0.75871 4.08952
H: 3.96283 -5.16661 -0.79043
H: -2.42155 5.28987 -0.24990
H: 1.54729 -5.24280 4.54546
H: -2.93587 -3.28058 0.27327
H: 1.95116 4.79204 -2.27374
H: -5.28133 5.78045 0.67727
H: 1.50049 -5.69783 -1.60835
H: 1.42371 0.06572 1.33191
H: -1.58541 -2.36244 4.31650
H: 0.20396 2.32639 0.30949
H: 3.23363 -3.50527 -4.07961
H: -4.60396 2.22471 1.63423
H: -4.74247 5.63479 -0.98883
H: -0.88365 2.31633 -1.68528

Atom charges from the Löwdin analysis, given in e for atoms 1 to 5: 0.45, 1.00, 1.14, 0.82, 0.65

ORCA calculation (ωB97M-V/def2-TZVPD) on a molecular structure, C43H59NP3SSiSr.

Summary:
Net charge ... +1
Frontier orbital gap ... 5.462 eV
Largest force on an atom ... 13.3 eV/Å
Total energy ... -94440.966 eV
Energy relative to the best compared isomer or geometry (same formula, charge and spin) ... 10.604 eV

Positions of all 109 atoms, in Å:
Sr: -1.11545 -0.15581 -1.75630
S: -0.37986 -6.41133 -2.18001
P: -1.44525 0.54343 2.49688
P: -0.28981 -1.19461 -3.87887
P: 0.31267 3.27827 0.22211
Si: 0.97029 -0.09060 0.11874
N: 0.00078 -4.01568 -1.27569
C: 0.94974 -1.60524 -2.54836
C: -0.96510 0.95856 -5.10544
C: 2.32825 1.31850 0.34128
C: -0.85230 -7.05845 0.53653
C: -2.81462 -1.66699 -4.60310
C: -0.06108 4.61064 2.55823
C: 0.14909 4.94427 1.07849
C: 1.88737 -2.43618 3.57177
C: 3.66194 0.93126 0.50202
C: 4.43576 3.19329 0.48962
C: -0.30469 -4.79542 -0.17613
C: -2.02592 -1.12663 -3.41158
C: -1.34502 1.46133 4.13652
C: -2.03702 0.93197 5.38887
C: -0.73727 -5.22704 2.11944
C: 0.91096 -0.89796 1.93280
C: -3.10183 -0.32680 2.48740
C: 0.15014 3.63186 -1.61673
C: -0.32145 -1.60309 3.90375
C: -0.53363 -6.15188 -0.46760
C: 4.70689 1.84027 0.58075
C: -0.94019 -6.57893 1.82914
C: 0.14390 1.72914 4.38343
C: -1.87497 -2.20613 -2.39391
C: -1.33707 3.90041 -1.88038
C: 2.06093 2.70115 0.29778
C: -4.04517 0.63983 1.76729
C: 1.96211 -1.69592 2.40060
C: -0.42765 -4.31873 1.12877
C: 2.86226 -3.15799 -2.99369
C: -0.08311 0.59391 -3.89585
C: 1.04315 4.68551 -2.25760
C: 1.51607 -1.33204 -1.26777
C: -0.22478 -0.80775 2.76155
C: 0.71788 -2.42441 4.31146
C: 1.40173 0.83823 -4.15968
C: 3.32749 -2.96012 -1.71337
C: 1.72602 -2.47506 -3.37056
C: -2.98259 -1.61634 1.67981
C: -0.02000 -4.72741 -2.34649
C: 3.11843 3.60807 0.36033
C: 2.66998 -2.04546 -0.91592
C: 1.11145 6.12627 0.94420
H: -1.52577 0.06256 5.79658
H: -1.17822 -7.26598 2.62915
H: -5.03316 0.19649 1.63931
H: -3.70866 -2.19590 -4.26382
H: -2.41196 -2.37326 2.21166
H: 1.99356 0.70175 -3.25339
H: -3.46700 -0.54082 3.49517
H: 2.89367 -1.74408 1.85618
H: -2.76130 -2.53906 -1.84460
H: 2.91223 4.66419 0.30459
H: 0.27751 2.59627 5.03016
H: -2.47641 -1.34711 0.73628
H: -2.18400 -2.38013 -5.14626
H: -0.82588 -4.88068 3.13992
H: -1.22770 -1.56069 4.49384
H: -0.82389 5.24731 0.67057
H: 0.15689 -4.32955 -3.33394
H: 3.07989 -1.86425 0.06097
H: -4.15399 1.56897 2.32532
H: -0.28475 -3.26212 1.31872
H: 0.87341 4.27295 3.00601
H: -2.02564 0.93169 -4.85408
H: 0.65543 1.90375 3.43443
H: 4.19701 -3.48582 -1.34446
H: 2.08752 4.53246 -1.98983
H: 3.34515 -3.82873 -3.68973
H: -2.40528 -0.16872 -3.12620
H: -1.53562 3.97471 -2.95209
H: 5.23734 3.91859 0.52703
H: 5.72256 1.49056 0.70954
H: -3.97624 -2.01842 1.47644
H: -0.45509 1.10739 -3.03058
H: 0.38096 2.63278 -2.01534
H: -1.91034 3.06557 -1.44358
H: -3.08243 0.68787 5.20619
H: 1.97925 6.00467 1.59058
H: -3.59702 0.86729 0.78415
H: 1.43971 6.30292 -0.07682
H: -0.40700 5.48819 3.10523
H: -0.79683 3.81325 2.64424
H: -1.83099 2.40577 3.86731
H: -1.60667 -3.07789 -3.00064
H: 0.60696 0.86738 4.86297
H: 3.91307 -0.11764 0.57740
H: -1.02585 -8.10123 0.31110
H: -2.00856 1.71439 6.14895
H: -0.80890 0.22918 -5.90803
H: 1.59601 1.83283 -4.55957
H: 2.73745 -3.01926 3.90153
H: -1.63985 4.84466 -1.43012
H: -0.97730 -2.02927 -1.81740
H: 0.58972 7.02556 1.27771
H: 0.63032 -3.02002 5.21041
H: 0.96265 4.61991 -3.34545
H: -3.10783 -0.87789 -5.29169
H: 0.74142 5.69226 -1.97413
H: -0.74896 1.95330 -5.49431
H: 1.75447 0.10110 -4.88765
H: 1.38546 -2.64618 -4.39044

Atom charges from the Löwdin analysis, given in e for atoms 1 to 5: 1.31, 1.08, 1.06, 1.01, 1.06

ORCA calculation (ωB97M-V/def2-TZVPD) on a molecular structure, C43H60BFeN2.

Summary:
Net charge ... -1
Frontier orbital gap (spin up / spin down) ... 1.943 / 3.367 eV
Expectation value of S² ... 6.075
Largest force on an atom ... 4.0 eV/Å
Total energy ... -83593.258 eV
Energy relative to the best compared isomer or geometry (same formula, charge and spin) ... 0.101 eV
Multiplicity ... 5

Positions of all 107 atoms, in Å:
Fe: 2.87429 4.56192 5.41422
N: -0.62257 -2.14779 -2.73715
N: -1.56506 -0.76724 -1.23236
C: -0.74376 -2.80810 0.37073
C: 3.43895 -1.23399 -2.56301
C: -2.23407 -4.77760 -5.06773
C: 3.98746 3.70171 4.03862
C: -2.60523 2.10479 -1.59436
C: 2.96783 2.79169 4.53291
C: -2.45650 -0.83253 -2.33764
C: 0.79671 -5.08095 -4.52788
C: 2.59275 6.42695 4.81185
C: -1.07564 -1.90602 1.54001
C: 3.13483 2.67506 5.97212
C: 0.07737 -1.95784 2.55141
C: 2.11433 -4.67881 -4.71206
C: 2.50853 -3.42523 -4.27084
C: -2.42184 -4.33946 -2.63017
C: -1.18581 3.97466 4.86485
C: -1.45080 -6.42898 -3.38022
C: 1.61133 -2.55254 -3.64952
C: -2.02934 1.70914 2.14084
C: -1.56632 0.40998 2.28495
C: 1.48168 5.58194 4.47841
C: 1.22094 -0.13023 -2.81877
C: -1.42489 -0.44182 1.18128
C: -0.12230 -4.29967 -3.82862
C: -0.36918 -1.43377 -1.53675
C: -1.72725 0.07351 -0.10443
C: -1.99316 1.51753 -2.84502
C: -2.19090 1.40880 -0.26862
C: 4.25443 3.51023 6.36368
C: -1.97797 -1.98130 -3.13114
C: -2.31986 -2.48515 2.24149
C: 2.18140 -1.12148 -3.42642
C: -2.18923 3.58198 -1.59806
C: 1.84600 5.45109 6.81682
C: 0.29622 -3.00927 -3.38783
C: 4.78145 4.14584 5.17058
C: 2.58805 -0.54064 -4.79187
C: -0.06144 4.01077 5.80549
C: -2.37674 2.17837 0.88145
C: 2.81135 6.35694 6.25237
C: -4.13276 2.02896 -1.69377
C: 0.95790 4.96772 5.72626
C: -1.54143 -4.93136 -3.70859
B: 1.48565 -0.49679 0.04840
H: 1.67609 5.20683 7.86096
H: 1.00091 5.43440 3.51488
H: -2.54560 -1.93753 3.16311
H: -0.21785 -1.53987 3.52152
H: -3.19479 -2.41692 1.58479
H: 1.71861 -0.50862 -5.46025
H: 3.53071 -3.09869 -4.46343
H: -3.25724 -5.17206 -5.02532
H: 0.48523 -6.03936 -4.94749
H: -1.68634 -5.32096 -5.84728
H: 3.13303 7.06333 4.11319
H: 3.54227 6.93793 6.81337
H: -2.45667 -6.82993 -3.20444
H: -0.90794 1.65785 -2.84092
H: -1.11164 3.67032 -1.41934
H: 1.62207 -1.71838 0.15739
H: 3.89088 -0.24235 -2.42587
H: -1.59563 2.96042 4.80892
H: -2.23296 0.31541 -2.93024
H: 2.58330 1.99782 6.62275
H: 0.56320 -0.64425 -1.85211
H: -2.15433 -3.53958 2.48926
H: 4.68124 3.57672 7.36529
H: -4.48131 2.47602 -2.63317
H: -2.15476 2.34681 3.01337
H: 1.76023 0.73697 -2.42460
H: 5.66796 4.77777 5.12196
H: 4.19274 -1.86970 -3.04313
H: -0.86677 4.30030 3.86348
H: 4.17321 3.94335 2.99259
H: 3.36352 -1.13609 -5.28209
H: -2.01594 4.62809 5.18661
H: 2.96610 0.48241 -4.66975
H: -4.59819 2.56454 -0.85752
H: 3.20321 -1.65199 -1.58016
H: -4.48366 0.99059 -1.66212
H: -2.81000 3.17908 0.80851
H: -3.43396 -4.75029 -2.72696
H: 0.47254 0.16154 -3.56535
H: -0.06798 -3.61249 0.68354
H: 0.95405 -1.42082 2.18610
H: -0.14827 -2.20816 -0.58635
H: 2.26693 2.22080 3.92490
H: -2.72090 4.17856 -0.85057
H: -0.14910 3.45517 6.74616
H: 2.42733 0.09509 -0.46853
H: -2.50705 -3.11823 -2.74625
H: 0.35528 -3.00641 2.72251
H: -2.40340 4.02398 -2.57939
H: -2.13486 -1.92554 -4.21504
H: 0.79495 0.21895 0.82192
H: -1.34651 0.04295 3.28934
H: -1.00172 -7.02029 -4.18420
H: -2.01333 -4.57826 -1.64336
H: -3.51396 -0.83809 -2.05546
H: -0.86546 -6.58205 -2.46682
H: 2.81909 -5.33364 -5.22148
H: -1.66980 -3.22235 -0.04751
H: -2.28715 -3.72582 -5.37270
H: -2.43509 2.00376 -3.72312

Atom charges from the Löwdin analysis, given in e for atoms 1 to 5: 0.14, -0.01, -0.01, -0.06, -0.06

ORCA calculation (ωB97M-V/def2-TZVPD) on a molecular structure, C43H60FN4O7P2S2SeY.

Summary:
Net charge ... -2
Frontier orbital gap ... 6.699 eV
Largest force on an atom ... 1.7 eV/Å
Total energy ... -175227.107 eV
Energy relative to the best compared isomer or geometry (same formula, charge and spin) ... 0.783 eV

Positions of all 121 atoms, in Å:
Y: 0.25264 0.74772 -0.05725
Se: -0.34864 -1.34084 -1.78554
S: 3.05023 -0.11969 -1.28307
S: 6.27344 0.97739 -1.65039
P: 4.52352 0.45127 -2.45680
P: -1.56604 -1.07572 1.79185
F: 1.38902 -0.35120 1.20975
O: -1.17832 2.29274 0.40067
O: 0.43230 4.17284 -2.30667
O: 0.60687 1.98425 -1.86215
O: 4.01185 -0.05143 2.02558
O: 0.62308 1.88112 2.95323
O: -2.28423 4.22221 0.69130
O: -2.20333 0.80678 -1.72709
N: 1.61285 2.41782 0.93145
N: 3.62565 3.12298 1.68194
N: 3.19233 3.13514 -0.62928
N: 1.29158 -3.83602 -1.97267
C: -2.96910 -0.79342 4.36761
C: 4.78101 -0.82530 -3.74235
C: -3.09051 -2.02523 1.35959
C: -2.98257 2.05068 4.22557
C: 3.87539 1.83709 -3.47596
C: 5.06580 3.21815 1.64696
C: -0.04594 3.04822 -2.21889
C: -1.92595 3.27149 0.00653
C: 5.88302 -1.54124 -5.76488
C: -2.51284 3.08988 -1.38715
C: 2.83667 2.87418 0.61775
C: -2.59678 1.29896 2.95272
C: -2.77201 -3.26068 0.48478
C: 1.40041 -4.18022 3.60798
C: 0.44947 -3.08058 1.51330
C: 4.32200 -3.00631 -4.66349
C: 5.67452 -0.58155 -4.78564
C: 2.89940 2.75441 2.88228
C: 5.20338 -2.75780 -5.70491
C: -3.99763 -3.72057 -0.33466
C: 4.54323 3.04719 -3.62426
C: -1.51174 2.85754 -2.58658
C: -0.40583 -2.32387 2.54536
C: 2.79286 3.85319 -5.07692
C: -4.32366 -0.09729 4.50140
C: -5.45586 -1.84378 0.48896
C: 2.65197 1.64852 -4.12333
C: -3.24824 1.73533 -1.37400
C: -4.20426 1.61898 -2.56352
C: 1.56089 2.30697 2.30494
C: -2.05810 -0.10054 3.31099
C: -4.08974 -1.14042 0.59558
C: -3.20169 1.38342 -3.73037
C: 4.00139 4.05481 -4.42422
C: 4.10958 -2.03995 -3.68131
C: 0.69190 -2.84827 -1.86986
C: -1.86066 1.41927 -2.99417
C: 2.11498 2.64828 -4.91926
C: -0.07248 -4.57399 3.70801
C: 1.70870 -3.63849 2.19471
C: -0.97069 -3.33066 3.57738
C: -4.15030 1.35245 4.96517
C: -5.29980 -3.37244 0.38454
H: 5.52008 2.24870 1.85713
H: -3.67057 1.47211 -0.41081
H: -1.71174 3.55810 -3.39280
H: 5.36580 -3.50634 -6.47121
H: -1.83300 1.85221 2.41247
H: 3.07150 -0.23413 1.79014
H: -4.95614 -0.64458 5.20613
H: 1.60303 -3.40803 4.35853
H: -2.42372 -4.08076 1.11958
H: -3.96406 1.35355 6.04456
H: -3.18637 3.92215 -1.56523
H: 5.40205 3.55026 0.66725
H: 6.21228 0.36072 -4.81705
H: -5.08450 1.90170 4.81120
H: -4.80297 2.52471 -2.68276
H: -5.27500 -3.81276 1.38872
H: -3.25763 2.14802 -4.50698
H: 2.04563 -5.02775 3.84903
H: 4.16256 3.09463 -0.89225
H: -4.87880 0.77103 -2.43643
H: -1.05850 0.87079 -3.46792
H: 0.29014 -1.65014 3.05650
H: -3.98843 -3.23058 -1.31619
H: -1.03572 -2.84973 4.55558
H: 6.57647 -1.34549 -6.57327
H: -1.07843 0.09955 3.75285
H: -4.21570 -0.16765 1.07173
H: -3.56581 -2.35753 2.28770
H: 5.49252 3.18169 -3.11568
H: -6.06861 -1.59467 1.36139
H: 4.44308 -0.18586 1.16849
H: 4.52462 4.99819 -4.53056
H: -6.16246 -3.80889 -0.12516
H: -2.09758 2.09759 4.87041
H: -1.96043 -3.01857 -0.20116
H: 3.36541 1.91849 3.40007
H: 2.45444 -2.84127 2.25401
H: -2.47261 -0.77583 5.34640
H: -1.98248 -3.64871 3.31093
H: 2.77634 3.60674 3.55375
H: 3.42132 -2.23192 -2.86563
H: -0.30618 -5.29061 2.91283
H: -5.99089 -1.46632 -0.38952
H: 2.13265 -4.42793 1.56826
H: 2.10853 0.72032 -3.96539
H: 2.37363 4.63305 -5.70081
H: 2.50816 2.87338 -1.33554
H: -3.67295 -0.95227 -0.40064
H: 0.75177 -2.42063 0.71127
H: 3.78730 -3.94728 -4.60055
H: 5.40475 3.94490 2.38631
H: -3.93322 -4.79428 -0.52229
H: -3.34833 0.40685 -4.19124
H: -0.28072 -5.07702 4.65638
H: -4.83939 -0.12531 3.53372
H: 1.15608 2.49707 -5.40160
H: -3.24249 3.07995 3.97481
H: -3.13429 -1.84002 4.13732
H: -3.47120 1.24455 2.29356
H: -0.12430 -3.89181 1.05846

Atom charges from the Löwdin analysis, given in e for atoms 1 to 5: 1.13, 0.62, 0.32, 0.09, 0.01